[1]
16
Properties=species:S:1:pos:R:3 method="wB97M-V/def2-TZVPD" charge=+1 molar_mass_g_mol=88.130 total_energy_ev=-7838.920 relative_energy_ev=2.398 gap_ev=8.791 largest_force_ev_per_a=5.02
C -1.359 1.684 1.814
C -0.707 0.523 1.006
C 0.561 0.407 0.614
N 1.109 -0.593 -0.241
C 2.227 -0.543 -0.964
H -0.462 2.271 2.172
H -1.852 1.201 2.704
H -2.067 2.363 1.212
H -1.425 0.096 0.318
H 1.424 1.041 0.844
H 0.408 -1.396 -0.667
H 2.355 -1.221 -1.814
H 2.624 0.467 -0.928
H -1.453 -2.554 -1.661
H -0.618 -1.878 -2.685
O -0.764 -1.869 -1.725

---

[2]
16
Properties=species:S:1:pos:R:3 method="wB97M-V/def2-TZVPD" charge=+1 molar_mass_g_mol=88.130 total_energy_ev=-7837.899 relative_energy_ev=3.418 gap_ev="8.905 / 8.906" largest_force_ev_per_a=4.66
C 1.308 0.027 -0.474
C 2.428 -0.879 -0.366
C -1.599 -0.721 1.005
C -1.212 0.053 -0.237
N -1.559 1.302 -0.321
O 1.527 1.292 -0.306
H 3.436 -0.381 -0.329
H 2.231 -1.505 0.574
H 2.309 -1.716 -1.087
H -1.885 -0.066 1.830
H -0.749 -1.260 1.203
H -2.413 -1.383 0.881
H -1.123 -0.358 -1.219
H -1.705 1.848 -1.215
H 0.871 1.925 -0.448
H -1.865 1.822 0.510

---

[3]
16
Properties=species:S:1:pos:R:3 method="wB97M-V/def2-TZVPD" charge=+1 molar_mass_g_mol=88.130 total_energy_ev=-7838.579 relative_energy_ev=2.738 gap_ev=8.263 largest_force_ev_per_a=6.89
C 0.864 0.998 1.661
C 0.270 0.482 0.470
C 0.685 -0.733 -0.029
N 0.109 -1.513 -0.993
C 0.736 -2.552 -1.518
H 1.768 0.453 2.028
H 1.234 2.091 1.700
H -0.085 0.976 2.333
H -0.562 1.193 0.051
H 1.669 -1.120 0.511
H -0.902 -1.288 -1.189
H 0.342 -3.176 -2.310
H 1.783 -2.554 -1.308
H -2.987 1.907 -1.059
H -2.481 2.838 -0.069
O -2.444 1.997 -0.279

---

[4]
16
Properties=species:S:1:pos:R:3 method="wB97M-V/def2-TZVPD" spin_multiplicity=3 charge=+1 molar_mass_g_mol=88.130 total_energy_ev=-7835.205 relative_energy_ev=1.040 gap_ev="8.478 / 9.720" largest_force_ev_per_a=4.90
C -0.757 -2.015 0.730
C 0.047 -1.252 1.821
C -0.161 0.226 0.214
C 0.193 1.985 -1.608
N 0.610 0.654 -1.009
O 0.695 -0.231 1.199
H -0.330 -2.800 0.044
H -1.837 -2.172 0.899
H -0.633 -0.750 2.611
H 0.765 -1.885 2.294
H -0.920 0.709 0.687
H 0.980 2.789 -1.670
H -0.041 1.791 -2.691
H -0.716 2.381 -1.076
H 1.633 0.628 -0.756
H 0.473 -0.058 -1.690

---

[5]
17
Properties=species:S:1:pos:R:3 method="wB97M-V/def2-TZVPD" charge=-1 molar_mass_g_mol=104.129 total_energy_ev=-9894.699 relative_energy_ev=2.747 gap_ev=7.287 largest_force_ev_per_a=1.20
O -1.469 2.869 -2.144
C -1.890 1.911 -1.535
C -1.015 1.002 -0.703
N -1.804 0.092 0.123
H -2.968 1.677 -1.514
H -0.423 0.401 -1.403
H -0.294 1.660 -0.199
H -1.054 -0.808 0.311
H -1.895 0.534 1.036
C 1.044 -1.456 1.153
O -0.073 -1.747 0.403
C 2.205 -0.867 0.357
H 1.374 -2.388 1.646
H 0.787 -0.725 1.951
H 3.088 -0.802 1.002
H 1.982 0.148 0.025
H 2.404 -1.500 -0.508

---

[6]
17
Properties=species:S:1:pos:R:3 method="wB97M-V/def2-TZVPD" smiles="[NH3+][C@@H](CO)CC=O" charge=+1 molar_mass_g_mol=104.129 total_energy_ev=-9887.878 relative_energy_ev=1.710 gap_ev=11.146 largest_force_ev_per_a=3.90
N -0.858 -1.084 -0.505
C -0.183 -0.246 0.532
C 1.325 -0.598 0.644
O 1.359 -2.010 0.501
C -0.242 1.331 0.117
C -0.820 1.868 -1.166
O -1.319 1.179 -2.023
H -1.847 -0.877 -0.394
H -0.569 -0.864 -1.456
H -0.677 -2.073 -0.306
H -0.720 -0.302 1.462
H 1.859 -0.121 -0.157
H 1.587 -0.271 1.657
H 1.930 -2.426 1.145
H 0.760 1.771 0.277
H -0.842 1.765 0.941
H -0.743 2.959 -1.271

---

[7]
17
Properties=species:S:1:pos:R:3 method="wB97M-V/def2-TZVPD" charge=+1 molar_mass_g_mol=104.129 total_energy_ev=-9887.831 relative_energy_ev=1.757 gap_ev=11.014 largest_force_ev_per_a=2.67
O -2.346 0.200 -1.332
C -1.552 0.654 -2.146
O -0.469 -0.053 -2.619
H -1.730 1.594 -2.738
H -0.199 0.458 -3.367
C 1.968 0.980 1.485
C 0.894 0.192 0.779
C 0.362 -1.003 1.115
N -0.998 -1.363 0.621
H 2.163 0.555 2.510
H 2.904 0.967 0.868
H 1.731 2.070 1.556
H 0.574 0.574 -0.177
H 0.781 -1.593 1.934
H -1.312 -0.770 -0.179
H -1.051 -2.332 0.362
H -1.722 -1.130 1.329

---

[8]
17
Properties=species:S:1:pos:R:3 method="wB97M-V/def2-TZVPD" smiles="[NH3+][C@@H](CO)CC=O" charge=+1 molar_mass_g_mol=104.129 total_energy_ev=-9888.159 relative_energy_ev=1.429 gap_ev=11.115 largest_force_ev_per_a=1.71
N -1.182 0.922 -0.193
C 0.108 0.492 0.410
C -0.133 -0.872 1.054
O -1.264 -0.620 1.884
C 1.246 0.620 -0.591
C 1.168 -0.508 -1.599
O 0.099 -0.782 -2.091
H -1.083 1.700 -0.846
H -1.517 0.153 -0.797
H -1.953 1.025 0.460
H 0.313 1.090 1.260
H -0.368 -1.630 0.319
H 0.733 -1.224 1.620
H -1.659 -1.446 2.176
H 2.201 0.630 -0.070
H 1.250 1.568 -1.125
H 2.041 -1.116 -1.871

---

[9]
17
Properties=species:S:1:pos:R:3 method="wB97M-V/def2-TZVPD" charge=+1 molar_mass_g_mol=104.129 total_energy_ev=-9888.722 relative_energy_ev=0.865 gap_ev=10.278 largest_force_ev_per_a=0.73
C 1.505 0.002 -1.341
C 0.395 -0.477 -0.766
C 0.182 -1.923 -0.449
C -0.661 0.464 -0.387
N -1.657 0.073 0.369
O -0.599 1.661 -0.857
O -0.167 2.093 1.693
H 1.636 1.051 -1.543
H 2.314 -0.653 -1.614
H -0.761 -2.279 -0.859
H 0.981 -2.516 -0.881
H 0.189 -2.095 0.628
H -2.362 0.726 0.686
H -1.687 -0.856 0.761
H 0.595 2.646 1.484
H -1.236 2.281 -0.463
H -0.235 2.095 2.654

---

[10]
17
Properties=species:S:1:pos:R:3 method="wB97M-V/def2-TZVPD" smiles="CC[NH2+]CC(=O)O" charge=+1 molar_mass_g_mol=104.129 total_energy_ev=-9888.724 relative_energy_ev=0.864 gap_ev=12.263 largest_force_ev_per_a=1.65
C 2.865 -0.825 -0.517
C 1.825 0.039 -1.209
N 0.480 -0.270 -0.651
C 0.008 0.178 0.710
C -1.510 0.250 0.629
O -2.086 -0.614 0.038
O -2.040 1.304 1.197
H 2.659 -1.888 -0.668
H 3.885 -0.641 -0.837
H 2.802 -0.679 0.564
H 1.800 -0.085 -2.292
H 2.037 1.104 -1.102
H -0.220 0.069 -1.307
H 0.252 -1.251 -0.746
H 0.227 -0.647 1.384
H 0.591 1.017 1.073
H -3.016 1.236 1.225

---

[11]
18
Properties=species:S:1:pos:R:3 method="wB97M-V/def2-TZVPD" charge=-1 molar_mass_g_mol=136.196 total_energy_ev=-20731.414 relative_energy_ev=1.523 gap_ev=6.957 largest_force_ev_per_a=4.70
C -0.620 -1.519 -0.325
C 0.479 -0.853 -1.139
S 2.241 -1.265 -0.753
C -1.852 -0.516 -0.198
N -1.813 0.407 0.892
C -0.611 1.044 1.241
O -2.781 -0.566 -1.007
H -0.271 -1.749 0.697
H -0.884 -2.460 -0.888
H 0.382 0.287 -1.125
H 0.264 -1.099 -2.197
H -2.574 1.125 0.804
H 0.284 0.525 0.924
H -0.625 2.019 0.728
H -0.556 1.201 2.342
H 2.694 0.431 0.088
H 3.377 1.603 -0.508
O 2.865 1.385 0.425

---

[12]
18
Properties=species:S:1:pos:R:3 method="wB97M-V/def2-TZVPD" charge=-1 molar_mass_g_mol=120.128 total_energy_ev=-11943.046 relative_energy_ev=2.351 gap_ev=8.031 largest_force_ev_per_a=5.03
O 1.594 0.418 2.113
C 1.338 0.371 0.936
N 1.640 -0.699 0.060
C 0.576 -1.016 -1.034
O -0.110 -2.119 -0.630
C 0.810 1.593 0.305
C -0.681 1.604 0.502
H 1.838 -1.546 0.568
H 1.154 -1.070 -2.075
H 0.076 -0.092 -1.167
H 1.206 2.559 0.682
H 0.985 1.770 -0.766
H -1.255 2.440 -0.147
H -1.052 1.643 1.476
H -1.082 0.639 0.010
H -2.764 -2.768 -0.569
H -1.592 -1.814 -0.128
O -2.682 -1.913 -0.134

---

[13]
18
Properties=species:S:1:pos:R:3 method="wB97M-V/def2-TZVPD" charge=-1 molar_mass_g_mol=120.128 total_energy_ev=-11944.646 relative_energy_ev=0.750 gap_ev=8.208 largest_force_ev_per_a=2.43
C 0.421 0.165 0.572
N 0.172 -0.324 -0.780
C -0.290 0.639 -1.798
O -0.152 0.219 -2.971
O -0.651 1.734 -1.355
C -0.779 0.125 1.492
C -0.676 1.113 2.683
H 0.746 1.203 0.433
H 1.340 -0.349 0.894
H 0.670 -1.154 -1.074
H -1.696 0.178 0.916
H -0.836 -0.867 1.972
H -1.215 2.042 2.515
H -1.045 0.578 3.554
H 0.376 1.302 2.910
H 1.879 -2.550 -2.994
H 0.505 -1.722 -3.337
O 1.232 -2.331 -3.630

---

[14]
18
Properties=species:S:1:pos:R:3 method="wB97M-V/def2-TZVPD" charge=-1 molar_mass_g_mol=120.128 total_energy_ev=-11942.362 relative_energy_ev=3.034 gap_ev=6.765 largest_force_ev_per_a=2.86
O -2.575 -0.130 -2.248
C -1.823 -0.493 -1.353
N -1.708 0.140 -0.180
C -0.855 -0.307 0.939
C 0.471 -0.861 0.588
C 1.568 -0.182 1.722
O 1.050 0.827 2.407
H -1.151 -1.347 -1.530
H -2.090 1.068 -0.095
H -1.392 -1.025 1.578
H -0.632 0.546 1.577
H 0.678 -1.931 0.649
H 0.931 -0.460 -0.324
H 1.762 -1.089 2.352
H 2.463 0.092 1.118
H 1.810 1.316 -2.339
H 0.315 1.860 -2.229
O 1.179 1.977 -2.632

---

[15]
18
Properties=species:S:1:pos:R:3 method="wB97M-V/def2-TZVPD" spin_multiplicity=2 molar_mass_g_mol=120.128 total_energy_ev=-11934.596 relative_energy_ev=7.054 gap_ev="7.838 / 7.862" largest_force_ev_per_a=3.29
C -0.637 -0.712 0.205
N -0.742 -1.586 1.317
C -0.167 -2.778 1.186
O 0.221 -3.364 0.167
O 0.015 2.623 1.697
C 0.539 0.300 0.269
C 0.536 1.440 -0.796
H -0.579 -1.212 -0.794
H -1.529 -0.019 0.056
H -0.111 -3.371 2.117
H 1.513 -0.179 0.132
H 0.344 0.820 1.207
H 0.010 0.936 -1.684
H 1.443 1.922 -1.169
H -0.144 2.160 -0.380
H 0.133 3.037 2.574
H -0.106 -0.025 -3.421
O -0.738 0.007 -2.682

---

[16]
19
Properties=species:S:1:pos:R:3 method="wB97M-V/def2-TZVPD" smiles=CC#[N+][O-].COPOC molar_mass_g_mol=151.102 total_energy_ev=-21227.535 relative_energy_ev=4.796 gap_ev=9.535 largest_force_ev_per_a=2.54
C -2.746 -1.720 -0.291
C -2.902 -0.288 -0.437
N -3.337 0.735 -0.778
O -3.540 1.889 -0.966
H -3.731 -2.239 -0.273
H -2.097 -2.215 -1.035
H -2.227 -1.894 0.593
C 3.407 0.848 -1.254
O 2.363 0.430 -0.351
P 0.797 0.111 -0.563
O 0.359 -0.599 0.843
C 0.509 -0.025 2.128
H 3.153 1.532 -2.072
H 4.140 0.161 -1.770
H 4.153 1.425 -0.626
H 0.121 1.383 -0.300
H 1.026 -0.698 2.794
H -0.501 0.205 2.367
H 1.052 0.960 1.992

---

[17]
21
Properties=species:S:1:pos:R:3 method="wB97M-V/def2-TZVPD" smiles="COP(OC)C(S)S.N=C=O" molar_mass_g_mol=215.236 total_energy_ev=-42900.547 relative_energy_ev=0.980 gap_ev=9.214 largest_force_ev_per_a=4.08
C 0.078 2.493 -0.234
O -0.465 1.189 0.022
P 0.009 -0.033 -0.937
O 1.471 -0.102 -0.312
C 2.573 -0.968 -0.776
C -1.013 -1.249 0.083
S -2.000 -2.085 -1.190
S -0.091 -2.379 1.077
H 0.051 3.036 0.756
H -0.592 3.089 -0.722
H 1.028 2.260 -0.590
H 2.342 -2.029 -0.770
H 3.570 -0.793 -0.227
H 2.586 -0.868 -1.873
H -1.866 -0.586 0.564
H -2.961 -2.699 -0.367
H 0.848 -1.356 1.517
N -3.749 -0.268 1.994
C -2.777 0.130 2.561
O -1.878 0.551 3.134
H -4.230 0.134 1.186

---

[18]
17
Properties=species:S:1:pos:R:3 method="wB97M-V/def2-TZVPD" molar_mass_g_mol=119.104 total_energy_ev=-17135.064 relative_energy_ev=1.904 gap_ev=8.251 largest_force_ev_per_a=4.05
C -0.136 -0.247 -0.914
C -1.276 -0.607 -0.046
C 0.121 -0.737 -2.286
C 0.302 1.472 2.008
N 0.800 0.381 -0.356
O 0.627 -1.369 1.628
P 1.329 -0.105 1.338
H -1.697 0.373 0.252
H -0.920 -1.075 0.943
H -1.920 -1.198 -0.631
H 1.156 -0.572 -2.502
H -0.609 -0.315 -2.854
H -0.120 -1.843 -2.150
H 1.248 2.046 2.287
H -0.347 2.054 1.337
H -0.239 1.093 2.833
H 1.684 0.650 -0.885

---

[19]
17
Properties=species:S:1:pos:R:3 method="wB97M-V/def2-TZVPD" molar_mass_g_mol=119.104 total_energy_ev=-17134.356 relative_energy_ev=2.612 gap_ev=9.843 largest_force_ev_per_a=3.92
H -1.802 -0.106 2.733
N -1.470 -0.313 1.756
C -0.924 0.537 1.046
P -0.510 2.393 1.255
C -0.466 0.012 -0.442
C 0.696 -0.960 -0.280
C 1.829 -0.550 -1.287
O 0.276 -2.227 -0.539
H -1.424 2.747 0.307
H -1.393 2.573 2.353
H -0.214 0.848 -1.112
H -1.410 -0.488 -0.793
H 1.038 -1.016 0.714
H 1.782 0.617 -1.388
H 1.597 -1.050 -2.173
H 2.856 -0.809 -0.919
H -0.462 -2.205 -1.231

---

[20]
17
Properties=species:S:1:pos:R:3 method="wB97M-V/def2-TZVPD" smiles=[O-]CNCCCS charge=-1 molar_mass_g_mol=120.197 total_energy_ev=-18682.214 relative_energy_ev=2.882 gap_ev=5.472 largest_force_ev_per_a=2.02
O -2.748 1.070 0.832
C -2.464 -0.214 0.698
N -0.973 -0.520 0.397
C -0.468 0.519 -0.513
C 0.875 0.064 -1.132
C 1.867 -0.603 -0.117
S 2.004 0.342 1.412
H -2.692 -0.847 1.574
H -2.962 -0.662 -0.199
H -0.457 -0.448 1.267
H -0.363 1.485 -0.019
H -1.265 0.573 -1.257
H 0.664 -0.519 -2.028
H 1.437 0.953 -1.462
H 1.553 -1.634 0.002
H 2.852 -0.556 -0.580
H 3.140 0.995 1.126